DFT (the ωB97M-V functional and the def2-TZVPD basis) results for a cluster of 2 separate species, C12H17N in total.

Results
2S+1: 1
total charge: 0
relative energy (zero: lowest compared OMol25 entry of this formula, charge and spin): 38.0 kcal per mole
SMILES string: Cc1c[nH]c2ccccc12.CCC
LUMO energy: 0.0345 hartree

Structure (XYZ):
```
30
C12H17N (the ωB97M-V functional and the def2-TZVPD basis)
C -0.0679 2.0513 -2.5033
C 0.8228 0.5668 -0.5397
C 0.3341 0.8339 -1.8695
C 1.0094 -0.7984 -0.3818
C 0.1523 -0.3961 -2.4818
C 1.0176 1.3810 0.5884
C 1.5176 -1.3441 0.7952
C 1.5653 0.9076 1.7005
C 1.8689 -0.4942 1.7770
N 0.6334 -1.3872 -1.5935
H 0.5864 2.4221 0.6656
H -0.5729 1.9685 -3.4279
H 0.7881 2.6010 -2.5764
H -0.0940 -0.6390 -3.4614
H 0.4069 -2.3112 -1.6119
H 1.7051 -2.3751 0.7943
H 1.5767 1.4887 2.6077
H 2.2788 -1.0638 2.6039
H -0.8340 2.5964 -1.9810
C -2.4757 -0.1108 0.9616
C -2.5929 -1.6277 0.7560
C -1.8681 0.4351 2.2847
H -1.8140 0.2669 0.0584
H -3.4722 0.4707 0.9114
H -3.2261 -2.0258 1.5047
H -1.6034 -1.9969 1.0711
H -0.8150 0.6990 2.0908
H -2.4083 1.3629 2.5223
H -2.7622 -1.9248 -0.2632
H -1.8745 -0.2554 3.1231
```

---

DFT (the ωB97M-V functional and the def2-TZVPD basis) results for the ion C12H17N2O with charge +1.

Results
2S+1: 1
total charge: +1
relative energy (zero: lowest compared OMol25 entry of this formula, charge and spin): 88.7 kcal per mole
SMILES string: CC1=[N+](CN(C)c2ccccc2)CCO1
LUMO energy: -0.1396 hartree

Structure (XYZ):
```
32
C12H17N2O (the ωB97M-V functional and the def2-TZVPD basis)
C -1.8816 2.6305 -1.4083
C -0.4555 2.3746 -1.5040
N 0.1361 1.1817 -1.2480
C 1.6595 1.4328 -1.3201
C 1.7208 2.9295 -1.5507
O 0.3357 3.4158 -1.6043
H -2.5038 1.7547 -1.2877
H -2.0651 3.3311 -0.5943
H -2.1926 3.1529 -2.3061
H 2.0529 1.1099 -0.3584
H 2.1276 0.9097 -2.1787
H 2.1796 3.4571 -0.7168
H 2.1419 3.2286 -2.5081
C -1.4837 -2.2930 -0.9043
N -0.5132 -1.2968 -0.3519
C -0.2083 -1.5647 0.9887
C 0.1157 -0.5077 1.8747
C 1.0304 -0.7355 2.8892
C 1.4370 -2.0403 3.1875
C 0.8888 -3.1360 2.5006
C 0.0249 -2.9149 1.4346
C -0.7544 0.2097 -0.8486
H -1.8482 -2.9922 -0.1333
H -2.3987 -1.8567 -1.3263
H -0.9716 -2.8893 -1.6643
H -0.2645 0.4909 1.6836
H 1.4463 0.1160 3.4054
H 2.1986 -2.2099 3.9638
H 1.1901 -4.1601 2.7591
H -0.3553 -3.7648 0.8735
H -1.3635 0.6063 -0.0254
H -1.4258 0.0303 -1.7212
```

---

DFT (the ωB97M-V functional and the def2-TZVPD basis) results for the ion C12H17N2O2 with charge +1.

Results
2S+1: 1
total charge: +1
relative energy (zero: lowest compared OMol25 entry of this formula, charge and spin): 0.0 kcal per mole
SMILES string: O=C(CC[C@H]1[NH2+]CCO1)Nc1ccccc1
LUMO energy: -0.1240 hartree

Structure (XYZ):
```
33
C12H17N2O2 (the ωB97M-V functional and the def2-TZVPD basis)
O -2.0817 -0.3175 -0.7296
C -1.0963 -1.0023 -0.8324
C -0.3577 -1.4743 0.4160
C -0.0693 -0.2631 1.3013
C 0.5779 -0.6479 2.6077
N 1.1872 0.6083 3.2671
C 0.4984 0.7725 4.6117
C -0.7534 -0.0559 4.3827
O -0.3102 -1.1222 3.5676
N -0.5418 -1.4584 -2.0711
C -0.2487 -0.4156 -3.0381
C 1.0541 -0.3464 -3.5053
C 1.4050 0.6198 -4.4341
C 0.4502 1.5205 -4.8907
C -0.8528 1.4484 -4.4224
C -1.2116 0.4807 -3.4994
H -1.0103 -2.1743 0.9443
H 0.5593 -1.9891 0.1352
H -1.0158 0.2375 1.5268
H 0.5609 0.4416 0.7474
H 1.3621 -1.3987 2.5069
H 2.2008 0.5875 3.3696
H 0.9872 1.4308 2.6968
H 1.1466 0.3877 5.3916
H 0.2801 1.8280 4.7555
H -1.1492 -0.4921 5.2960
H -1.5318 0.5362 3.8888
H -1.1363 -2.1744 -2.4772
H 1.7836 -1.0623 -3.1494
H 2.4196 0.6623 -4.8071
H 0.7194 2.2733 -5.6219
H -1.5971 2.1421 -4.7917
H -2.2286 0.4176 -3.1424
```

---

DFT (the ωB97M-V functional and the def2-TZVPD basis) results for the molecule C12H17N5O5.

Results
2S+1: 1
total charge: 0
relative energy (zero: lowest compared OMol25 entry of this formula, charge and spin): 0.0 kcal per mole
SMILES string: COC(=O)C1CCN(C(=O)COC(=O)Cn2cnnn2)CC1
LUMO energy: 0.0158 hartree

Structure (XYZ):
```
39
C12H17N5O5 (the ωB97M-V functional and the def2-TZVPD basis)
C 2.9237 2.3546 4.8680
H 2.5797 3.1882 5.4741
H 2.7293 1.4068 5.3740
H 3.9947 2.4354 4.6737
O 2.1955 2.4222 3.6484
C 2.5233 1.5259 2.7112
O 3.3823 0.6979 2.8591
C 1.6641 1.7176 1.4709
C 0.2061 1.3491 1.7852
H -0.1272 1.8726 2.6815
H -0.4230 1.6568 0.9476
C 0.0781 -0.1647 1.9784
N 0.5271 -0.8420 0.7846
C -0.2520 -1.3770 -0.1670
O 0.1681 -1.8113 -1.2214
C -1.7651 -1.4636 0.1323
H -1.9747 -2.1363 0.9642
H -2.1789 -0.4662 0.3140
O -2.3818 -2.0407 -1.0051
C -2.2976 -1.3008 -2.1118
O -2.0171 -0.1353 -2.1433
C -2.6390 -2.1446 -3.3361
N -2.8799 -1.3197 -4.4758
C -2.0851 -0.4017 -5.0725
N -2.7571 0.1436 -6.0521
N -3.9525 -0.4335 -6.0481
N -4.0483 -1.2940 -5.1266
H -1.0842 -0.1791 -4.7753
H -3.5324 -2.7428 -3.1449
H -1.7879 -2.8127 -3.5112
C 1.9312 -0.6025 0.5014
C 2.1766 0.8915 0.2878
H 3.2452 1.0586 0.1536
H 1.6565 1.2122 -0.6166
H 2.1927 -1.1630 -0.3964
H 2.5276 -0.9617 1.3429
H -0.9479 -0.4374 2.2199
H 0.7218 -0.4861 2.8049
H 1.7080 2.7838 1.2264
```

---

DFT (the ωB97M-V functional and the def2-TZVPD basis) results for the ion C12H17O2 with charge +1.

Results
2S+1: 1
total charge: +1
relative energy (zero: lowest compared OMol25 entry of this formula, charge and spin): 0.0 kcal per mole
LUMO energy: -0.0916 hartree

Structure (XYZ):
```
31
C12H17O2 (the ωB97M-V functional and the def2-TZVPD basis)
C 2.3446 3.5217 1.7183
C 2.3959 3.2884 0.3625
C 1.2876 3.0690 2.4464
C 1.3902 2.6625 -0.3396
C 0.3375 2.3320 1.7858
C 0.3288 2.1407 0.4207
C -1.0127 -3.4963 -0.2678
C 0.0241 -2.9341 -1.2300
C -2.1578 -2.5269 -0.0962
C 0.3949 -1.5401 -1.0178
C -1.5473 -1.0143 0.0803
C -0.8168 0.7926 -1.3417
O -0.8444 1.5738 -0.1530
O -0.8421 -0.6609 -1.0541
H 3.1534 3.9209 2.4086
H 3.2432 3.6591 -0.2343
H 1.3557 3.0354 3.5499
H 1.5459 2.4970 -1.3953
H -0.3918 1.8017 2.3438
H -1.3960 -4.4477 -0.4917
H -0.4793 -3.6757 0.7334
H 0.9331 -3.4611 -1.1720
H -0.3702 -3.0304 -2.3193
H -2.8892 -2.5439 -0.9192
H -2.7738 -2.8350 0.8708
H 0.8699 -1.4501 -0.0819
H 1.1011 -1.2961 -1.7476
H -2.4697 -0.3511 0.0005
H -0.9899 -1.0087 0.9742
H 0.0223 1.1156 -1.8797
H -1.7471 0.8620 -1.9539
```

---

DFT (the ωB97M-V functional and the def2-TZVPD basis) results for a cluster of 2 separate species, C12H17O2 in total.

Results
2S+1: 3
total charge: +1
LUMO energy (alpha / beta): -0.0789 / -0.1804 hartree
<S²>: 2.047

Structure (XYZ):
```
31
C12H17O2 (the ωB97M-V functional and the def2-TZVPD basis)
C 5.2043 -0.0595 -0.5717
C 4.4325 -1.2350 -0.7308
C 4.6607 1.0751 0.0194
C 3.2052 -1.2935 -0.2522
C 3.3858 1.0452 0.6190
C 2.5538 -0.1531 0.4768
C -3.6262 -0.9093 0.6946
C -3.8440 0.6191 0.3072
C -2.0386 -1.3285 0.6567
C -3.0884 0.9722 -1.0099
C -1.3559 -0.7390 -0.5758
C -1.1977 1.4335 0.3465
O 1.3172 -0.2588 0.6833
O -1.6985 0.7240 -0.7533
H 6.3051 -0.0560 -0.6531
H 4.7852 -1.9330 -1.4418
H 5.1156 2.1044 -0.1865
H 2.5412 -2.0947 -0.4118
H 2.9517 1.9051 1.1730
H -3.8292 -0.9248 1.7461
H -4.0135 -1.6131 -0.0931
H -4.8810 1.0364 0.3960
H -3.2652 1.1164 1.1064
H -1.4897 -0.9544 1.5006
H -1.9937 -2.3467 0.5939
H -3.1598 0.3315 -1.8744
H -3.2548 2.0973 -1.2180
H -0.2527 -0.8541 -0.4344
H -1.7847 -1.0552 -1.4757
H -1.4447 2.3951 0.5513
H -0.2401 0.9534 0.8116
```

---

| no. | molecular weight (g/mol) |
| --- | --- |
| 1 | 175.28 |
| 2 | 205.28 |
| 3 | 221.28 |
| 4 | 311.30 |
| 5 | 193.27 |
| 6 | 193.27 |